ORCA calculation (the ωB97M-V functional and the def2-TZVPD basis) on an isolated molecule of C4H5NOS in a non-equilibrium geometry.

The HOMO-LUMO gap (alpha / beta) comes out at 8.847 / 8.846 eV. For the energy relative to the best compared isomer or geometry (same formula, charge and spin), the calculation gives 288.88 kJ/mol. The value obtained for the total energy is -18598.9249 eV.

Last columns: bonded neighbours and bond lengths (Å).
Cartesian coordinates (Å):
1 C -0.81051 0.76073 0.87284  C3 1.305, S7 1.722, H8 1.154
2 C -1.47940 0.31840 -1.36108  N5 1.344, S7 1.681, H9 1.075
3 C 0.16387 0.10664 0.30216  C1 1.305, C4 1.514, N5 1.541
4 C 1.43651 -0.57411 0.76005  C3 1.514, H10 1.123, H11 1.094, H12 1.075
5 N -0.27697 -0.23840 -1.13392  C2 1.344, C3 1.541, O6 1.247
6 O 0.52234 -0.86316 -1.85884  N5 1.247
7 S -2.19305 1.14085 -0.08089  C1 1.722, C2 1.681
8 H -0.85663 1.14839 1.95893  C1 1.154
9 H -1.69192 0.39760 -2.41151  C2 1.075
10 H 2.10084 0.18962 1.24607  C4 1.123
11 H 1.04601 -1.18612 1.57901  C4 1.094
12 H 2.03893 -1.20044 0.12718  C4 1.075